[1]
A structure of composition C44H38N8O6PPdSSe at a distorted geometry. Source: the Open Molecules 2025 dataset; level of theory: wB97M-V/def2-TZVPD.

## Properties
* E_tot: -159372.247 eV
* HOMO energy (alpha / beta): -16.1 / -16.1 eV
* E_LUMO (alpha / beta): -11.50 / -11.50 eV
* frontier orbital gap (alpha / beta): 4.60 / 4.60 eV
* charge: +3

CARTESIAN COORDINATES (ANGSTROEM)
Pd  0.516  -0.107  -0.012
Se  0.703  -6.337  4.757
S  5.504  4.727  3.211
P  1.339  1.104  -2.067
O  -0.919  3.844  3.799
O  -2.583  1.902  -2.064
O  5.933  4.468  4.544
O  0.978  4.743  4.302
O  5.794  3.739  2.197
O  -1.169  1.313  -0.429
N  -0.498  -5.112  4.394
N  -0.997  -1.166  -1.394
N  2.307  2.668  2.991
N  1.845  -5.621  3.634
N  1.797  -1.852  0.596
N  0.282  3.901  3.783
N  1.360  1.217  1.628
N  -0.687  -1.236  1.532
C  3.810  -1.421  -4.984
C  3.740  -0.045  -5.158
C  -2.781  -2.087  -3.291
C  -1.908  -0.363  -1.921
C  3.006  0.738  -4.285
C  3.649  4.744  3.235
C  1.310  -4.563  3.061
C  0.373  1.954  2.198
C  -1.907  1.140  -1.421
C  0.944  2.870  3.043
C  3.024  -2.113  0.165
C  2.340  0.123  -3.225
C  -1.839  -2.939  -2.732
C  1.253  -2.640  1.544
C  3.293  3.365  3.787
C  -1.890  -0.890  1.947
C  0.237  1.957  -3.227
C  2.518  1.660  2.119
C  2.384  4.517  -0.167
C  -0.375  1.145  -4.200
C  -0.966  -2.441  -1.778
C  4.402  3.654  -1.157
C  3.788  -3.174  0.644
C  -0.026  -4.270  3.498
C  6.100  6.383  2.644
C  3.735  4.652  -0.463
C  3.725  2.531  -1.598
C  -0.728  -3.131  2.986
C  -1.540  3.054  -5.065
C  -2.596  -1.634  2.891
C  3.250  -4.005  1.604
C  2.359  2.423  -1.349
C  2.376  -1.261  -3.075
C  -0.940  3.861  -4.103
C  1.700  3.389  -0.585
C  -1.254  1.692  -5.108
C  -2.826  -0.765  -2.877
C  1.956  -3.748  2.071
C  3.844  1.136  1.727
C  -2.015  -2.772  3.405
C  -0.081  -2.325  2.022
C  7.482  6.575  3.197
C  3.129  -2.033  -3.941
C  -0.062  3.323  -3.186
H  -2.229  3.484  -5.774
H  -2.314  0.007  1.514
H  4.385  -2.014  -5.678
H  6.086  6.322  1.560
H  3.423  -1.459  -0.602
H  -3.533  -0.054  -3.272
H  0.654  3.256  -0.332
H  -0.228  -3.077  -1.306
H  4.183  0.360  2.414
H  4.198  2.754  3.818
H  5.451  3.758  -1.383
H  3.279  5.543  3.867
H  3.763  0.698  0.733
H  4.784  -3.334  0.264
H  -3.475  -2.443  -4.038
H  5.380  7.108  3.012
H  4.248  0.424  -5.987
H  -2.527  -3.399  4.122
H  -0.671  1.824  1.978
H  1.843  5.290  0.362
H  4.598  1.924  1.724
H  1.777  -1.720  -2.293
H  3.174  -3.104  -3.819
H  -0.158  0.083  -4.226
H  4.246  1.777  -2.167
H  -1.730  1.064  -5.845
H  -1.154  4.918  -4.075
H  -1.776  -3.972  -3.035
H  2.922  3.477  4.810
H  3.799  -4.839  2.010
H  -3.577  -1.315  3.200
H  8.148  5.777  2.872
H  3.334  4.872  2.203
H  4.277  5.534  -0.163
H  7.890  7.524  2.837
H  2.950  1.809  -4.421
H  0.397  3.969  -2.451
H  7.472  6.605  4.285

Results of the Mulliken charge analysis, in e, for atoms 1 through 2: atom 1 (Pd): 1.67, atom 2 (Se): 0.44

***

[2]
A cluster of 2 separate species, C22H41Cl2NO9S3Si in total at a distorted geometry. Source: the Open Molecules 2025 dataset; level of theory: wB97M-V/def2-TZVPD.

## Properties
* E_tot: -108824.955 eV
* HOMO energy: -9.0 eV
* E_LUMO: 0.33 eV
* SMILES: CCOCC[C@]1(CCO[Si](C)(C)C)C(=O)N[C@@H](C[SH](=O)=O)[C@H]1SCC(=O)OC[C@@H](C)OC(=O)CS.ClCCl
* frontier orbital gap: 9.30 eV

CARTESIAN COORDINATES (ANGSTROEM)
Cl  -1.502  -0.464  -4.136
Cl  0.623  1.213  -5.233
S  -6.368  -4.324  -0.816
S  -0.110  2.601  -1.231
S  0.963  4.636  2.936
Si  4.881  -2.074  -1.026
O  -1.626  -0.206  -0.526
O  -3.496  0.953  -0.329
O  0.856  0.349  2.989
O  3.379  -1.750  -1.721
O  -5.790  -1.471  -0.353
O  0.340  5.875  3.262
O  -7.258  -1.287  1.315
O  2.393  4.629  2.871
O  4.095  1.407  0.316
N  2.423  2.952  0.305
C  -6.935  0.446  -1.227
C  -0.549  0.370  4.892
C  3.132  -0.389  -2.073
C  -2.212  0.765  -0.812
C  1.926  -0.257  2.252
C  1.761  0.122  -1.580
C  0.271  -0.512  3.946
C  6.319  -1.129  -1.788
C  -5.724  -0.032  -0.427
C  1.190  2.719  1.081
C  -6.559  -1.939  0.626
C  0.340  3.949  1.399
C  -0.268  -0.305  -5.394
C  -4.439  0.288  -1.190
C  2.951  1.671  0.175
C  -1.714  1.859  -1.714
C  1.574  -0.498  0.778
C  4.855  -1.950  0.862
C  0.547  1.633  0.186
C  1.779  0.731  -0.166
C  -6.491  -3.447  0.792
C  5.205  -3.912  -1.381
H  4.181  -2.750  1.188
H  4.480  -0.996  1.225
H  -7.857  0.083  -0.784
H  0.428  -1.131  -5.304
H  1.591  2.372  2.040
H  1.003  -1.052  4.550
H  4.282  -4.466  -1.200
H  -0.446  -1.172  3.443
H  2.869  0.274  2.394
H  -1.621  1.526  -2.747
H  -6.862  -0.045  -2.203
H  3.929  0.306  -1.801
H  -7.554  -4.963  -0.897
H  -5.611  -3.661  1.397
H  3.063  3.648  0.671
H  0.091  0.954  5.552
H  6.216  -0.063  -1.558
H  6.399  -1.227  -2.870
H  5.838  -2.182  1.272
H  0.585  3.713  3.874
H  5.985  -4.268  -0.707
H  -7.384  -3.812  1.280
H  -4.670  0.880  -2.082
H  -1.309  -0.197  5.426
H  0.299  4.684  0.600
H  -5.665  0.432  0.555
H  3.062  -0.356  -3.168
H  -0.223  1.174  0.792
H  1.090  -0.739  -1.561
H  -3.983  -0.654  -1.507
H  5.507  -4.022  -2.423
H  -0.753  -0.327  -6.363
H  2.092  -1.245  2.694
H  0.536  -0.826  0.730
H  -0.675  3.592  1.594
H  7.228  -1.444  -1.274
H  -2.451  2.660  -1.704
H  -1.092  1.095  4.278
H  -6.934  1.524  -1.367
H  2.178  -1.344  0.451
H  1.395  0.805  -2.347

Results of the Mulliken charge analysis, in e, for atoms 1 through 2: atom 1 (Cl): -0.07, atom 2 (Cl): -0.14

***

[3]
A structure of composition C10H30O2P2PdSi at a distorted geometry. Source: the Open Molecules 2025 dataset; level of theory: wB97M-V/def2-TZVPD.

## Properties
* E_tot: -44862.961 eV
* HOMO energy (alpha / beta): -12.6 / -16.4 eV
* E_LUMO (alpha / beta): -5.79 / -11.97 eV
* frontier orbital gap (alpha / beta): 6.78 / 4.38 eV
* charge: +2
* <S²>: 6.010
* spin multiplicity: 5

CARTESIAN COORDINATES (ANGSTROEM)
Pd  0.070  0.002  -1.214
P  -0.104  2.327  -1.423
P  -0.101  -2.323  -1.438
Si  0.001  0.001  2.774
O  2.731  0.001  0.364
O  0.038  0.003  1.100
C  -0.225  -2.729  -3.234
C  0.001  1.764  3.353
C  -0.403  2.740  -3.195
C  1.518  -0.886  3.373
C  1.738  0.002  -0.136
C  -1.425  3.272  -0.567
C  1.338  -3.338  -0.898
C  -1.530  -3.233  -0.728
C  -1.528  -0.881  3.351
C  1.412  3.302  -1.036
H  -0.299  -3.818  -3.391
H  1.632  3.216  0.037
H  -1.534  -0.882  4.460
H  0.744  0.017  -2.528
H  -0.900  2.282  2.986
H  -1.531  -4.295  -1.042
H  -1.431  4.335  -0.878
H  1.287  4.368  -1.303
H  -1.486  -3.182  0.370
H  1.502  -0.894  4.483
H  1.522  -1.924  3.002
H  -1.347  2.271  -3.509
H  2.252  -2.939  -1.362
H  1.215  -4.400  -1.179
H  -0.454  3.832  -3.346
H  2.426  -0.363  3.031
H  -0.805  -0.599  0.121
H  -2.461  -2.753  -1.065
H  2.259  2.881  -1.597
H  -1.524  -1.921  2.985
H  0.000  1.768  4.463
H  -0.815  0.527  0.130
H  -2.400  2.819  -0.804
H  -2.427  -0.359  2.981
H  0.663  -2.337  -3.749
H  1.445  -3.260  0.194
H  -1.113  -2.227  -3.645
H  0.411  2.317  -3.801
H  -1.268  3.216  0.521
H  0.903  2.281  2.987

Results of the Mulliken charge analysis, in e, for atoms 1 through 2: atom 1 (Pd): -1.54, atom 2 (P): 1.24

***

[4]
The molecule C3H5Cl2N at a distorted geometry. Source: the Open Molecules 2025 dataset; level of theory: wB97M-V/def2-TZVPD.

## Properties
* energy above the lowest of the compared OMol25 structures with the same formula, charge and spin: 10.2 kcal/mol
* E_tot: -29726.169 eV
* HOMO energy: -9.7 eV
* E_LUMO: 0.89 eV
* SMILES: NC1[C@H](Cl)[C@H]1Cl
* frontier orbital gap: 10.57 eV

CARTESIAN COORDINATES (ANGSTROEM)
Cl  1.896  -1.002  -0.110
Cl  -2.353  -0.353  -0.049
N  1.087  1.853  -0.255
C  0.344  -0.424  0.514
C  0.079  1.076  0.448
C  -0.699  0.135  -0.413
H  0.802  2.835  -0.332
H  0.020  -0.993  1.390
H  1.923  1.805  0.283
H  -0.506  0.194  -1.468
H  -0.421  1.499  1.325

Results of the Mulliken charge analysis, in e, for atoms 1 through 2: atom 1 (Cl): -0.20, atom 2 (Cl): -0.21

***

[5]
The molecule C3H4N2O. Source: the Open Molecules 2025 dataset; level of theory: wB97M-V/def2-TZVPD.

## Properties
* energy above the lowest of the compared OMol25 structures with the same formula, charge and spin: 50.3 kcal/mol
* E_tot: -8201.704 eV
* HOMO energy: -8.6 eV
* E_LUMO: 0.19 eV
* frontier orbital gap: 8.80 eV

CARTESIAN COORDINATES (ANGSTROEM)
O  -1.703  1.721  -0.256
N  1.186  0.250  0.487
N  0.458  1.377  0.544
C  -0.729  -0.495  -0.348
C  -0.771  1.000  0.031
C  0.671  -0.842  -0.005
H  -1.473  -1.157  0.107
H  1.214  -1.779  0.004
H  2.136  0.323  0.838
H  -0.989  -0.398  -1.404

Results of the Mulliken charge analysis, in e, for atoms 1 through 2: atom 1 (O): -0.58, atom 2 (N): 0.38

***

[6]
The molecule C6H12O. Source: the Open Molecules 2025 dataset; level of theory: wB97M-V/def2-TZVPD.

## Properties
* energy above the lowest of the compared OMol25 structures with the same formula, charge and spin: 23.1 kcal/mol
* E_tot: -8463.352 eV
* HOMO energy: -9.5 eV
* E_LUMO: 0.99 eV
* SMILES: CC[C@H]1C[C@]1(C)O
* frontier orbital gap: 10.50 eV

CARTESIAN COORDINATES (ANGSTROEM)
O  -1.791  1.651  0.085
C  -1.669  -0.689  0.746
C  2.199  -0.078  0.860
C  1.341  -0.519  -0.326
C  -0.881  0.152  -1.592
C  0.258  0.485  -0.657
C  -1.161  0.416  -0.149
H  -1.217  -1.657  0.509
H  -1.465  -0.471  1.803
H  -2.753  -0.780  0.624
H  1.593  0.034  1.767
H  2.673  0.889  0.656
H  -0.966  -0.875  -1.943
H  -1.461  1.983  0.931
H  2.994  -0.800  1.072
H  0.899  -1.503  -0.121
H  -1.196  0.909  -2.304
H  1.981  -0.654  -1.208
H  0.622  1.508  -0.753

Results of the Mulliken charge analysis, in e, for atoms 1 through 2: atom 1 (O): -0.59, atom 2 (C): -1.45